No. 1
ORCA calculation (wB97M-V/def2-TZVPD) on a single C23H26N2O3S molecule.

Results
F_max = 1.717 eV/Å
net charge = 0
HOMO-LUMO gap = 0.32020 Ha
E_HOMO = -0.301 Ha

Each line ends with the Mulliken charge.
Atoms and positions in Å:
S: 3.11 2.19 0.96  0.402
O: 2.65 1.17 1.91  -0.628
O: -1.01 3.38 -0.47  -0.395
O: 5.24 -0.03 -1.24  -0.662
N: -0.14 1.36 -0.26  -0.181
N: 4.31 -0.70 0.72  -0.042
C: -4.02 -0.18 0.79  -0.696
C: -2.74 0.29 0.54  -0.868
C: 0.37 -2.72 0.14  0.173
C: 4.80 1.62 0.44  -0.898
C: 0.32 3.49 -0.69  0.399
C: 4.80 0.22 -0.13  0.545
C: 2.80 -2.42 -0.25  -0.209
C: -1.54 -2.42 -1.29  -0.436
C: 2.27 1.81 -0.66  0.057
C: -1.23 2.07 -0.21  0.325
C: 0.86 2.24 -0.57  -0.032
C: -2.56 1.59 0.08  0.169
C: 1.64 -2.19 0.74  -0.559
C: -1.21 -4.51 -0.17  -0.642
C: 0.91 4.82 -0.98  -1.524
C: -1.96 -3.72 -1.02  -0.598
C: -6.51 0.12 0.90  -1.468
C: -4.94 1.93 0.16  -0.611
C: -0.05 -4.02 0.40  -0.292
C: 4.17 -2.09 0.35  -1.167
C: -0.39 -1.93 -0.71  -0.274
C: -5.13 0.63 0.60  1.017
C: -3.67 2.41 -0.11  -0.731
H: -3.53 3.42 -0.46  0.441
H: -1.53 -5.52 0.04  0.392
H: 4.34 -2.70 1.24  0.439
H: -7.24 0.60 0.26  0.376
H: 0.19 5.44 -1.50  0.384
H: 2.82 2.38 -1.42  0.621
H: -2.13 -1.79 -1.95  0.457
H: 0.52 -4.64 1.07  0.389
H: 1.86 -2.72 1.67  0.587
H: 1.80 4.70 -1.61  0.353
H: 2.34 0.74 -0.84  -0.233
H: 1.20 5.33 -0.06  0.287
H: -4.15 -1.20 1.14  0.387
H: -1.88 -0.34 0.69  0.905
H: -0.08 -0.91 -0.91  0.328
H: 4.94 -2.30 -0.39  0.399
H: -6.77 0.35 1.94  0.279
H: -5.79 2.58 0.01  0.384
H: 5.41 1.67 1.34  0.468
H: 2.64 -1.81 -1.14  0.266
H: 5.18 2.33 -0.29  0.391
H: 3.76 -0.37 1.51  0.333
H: 2.80 -3.46 -0.56  0.431
H: 1.54 -1.13 0.96  -0.010
H: -2.86 -4.10 -1.48  0.402
H: -6.56 -0.95 0.77  0.369

***

No. 2
ORCA calculation (wB97M-V/def2-TZVPD) on 4 unconnected molecules or ions with the total composition C15H19F2NO11S.

Results
F_max = 6.742 eV/Å
net charge = -1
spin multiplicity = 2
HOMO-LUMO gap (alpha / beta) = 0.11081 / 0.25315 Ha
expectation value of S² = 0.769
E_HOMO (alpha / beta) = -0.044 / -0.186 Ha

Each line ends with the Mulliken spin population.
Atoms and positions in Å:
S: 1.36 -6.28 -2.87  0.000
F: -2.46 -0.97 4.11  0.005
F: 3.36 8.08 -1.70  0.000
O: 1.28 7.36 -1.00  0.000
O: -4.35 -3.22 2.65  0.001
O: -0.92 -1.16 -1.52  0.210
O: -0.10 -6.03 -3.18  0.000
O: -5.99 -3.90 4.08  0.000
O: 0.35 5.87 0.54  0.003
O: -1.52 -1.88 0.37  0.167
O: 1.79 -7.43 -2.13  0.000
O: 1.88 -4.90 -2.00  -0.005
O: 1.93 7.30 1.10  0.000
O: -4.14 -2.42 4.76  0.000
N: -1.14 -1.00 -0.35  0.205
C: -0.91 1.51 -0.68  0.181
C: 2.50 -5.99 -4.34  0.000
C: 1.15 6.76 0.19  -0.001
C: -4.93 -3.22 3.89  0.001
C: -1.08 0.57 1.56  0.195
C: -1.01 0.36 0.16  -0.005
C: 2.26 8.40 -0.95  0.000
C: -2.87 -2.27 4.08  0.002
C: 2.31 -2.81 -1.30  0.015
C: 2.58 8.43 0.52  0.000
C: -0.70 2.93 1.21  0.216
C: -1.07 1.86 2.04  -0.147
C: 1.55 -3.56 -2.39  0.007
C: -3.18 -2.58 2.59  0.000
C: -0.76 2.72 -0.14  -0.105
H: 3.30 -3.26 -1.32  -0.001
H: 2.39 -4.94 -4.61  0.000
H: -1.11 2.16 3.07  -0.007
H: 2.41 9.41 0.97  0.000
H: 2.24 -6.58 -5.22  0.000
H: 3.47 -6.37 -4.03  0.000
H: -3.41 -1.66 2.06  -0.002
H: -1.16 -0.21 2.30  0.031
H: 3.66 8.31 0.61  0.000
H: 1.70 -3.01 -0.41  -0.001
H: -0.87 3.63 -0.71  -0.010
H: -2.20 -3.06 4.43  -0.003
H: -0.70 3.93 1.60  0.014
H: -2.33 -3.12 2.19  0.009
H: 1.88 -3.28 -3.39  -0.002
H: -1.02 1.44 -1.76  0.038
H: 0.46 -3.46 -2.40  -0.004
H: 2.46 -1.74 -1.42  -0.005
H: 1.67 9.26 -1.27  0.000

***

No. 3
ORCA calculation (wB97M-V/def2-TZVPD) on a single C3H5NS2 molecule.

Results
F_max = 2.697 eV/Å
net charge = 0
HOMO-LUMO gap = 0.33370 Ha
SMILES = NC(=S)[C@H]1CS1
E_HOMO = -0.312 Ha

Each line ends with the Mulliken charge.
Atoms and positions in Å:
S: 2.06 0.27 0.00  -0.190
S: -2.18 -0.48 -0.03  -0.321
N: -0.61 1.66 -0.12  -0.348
C: 0.44 -0.39 0.57  -0.296
C: -0.81 0.35 0.16  0.282
C: 1.12 -1.30 -0.41  -0.581
H: 1.52 -2.22 0.08  0.285
H: 0.78 -1.37 -1.39  0.305
H: 0.33 2.00 -0.12  0.154
H: 0.35 -0.77 1.52  0.478
H: -1.30 2.21 -0.61  0.232

***

No. 4
ORCA calculation (wB97M-V/def2-TZVPD) on a single C4H3NO2 molecule.

Results
F_max = 6.451 eV/Å
net charge = 0
HOMO-LUMO gap = 0.35305 Ha
SMILES = O=c1cconc1
E_HOMO = -0.364 Ha

Each line ends with the Mulliken charge.
Atoms and positions in Å:
O: 1.72 0.10 -0.14  -0.088
O: -2.39 -0.14 -0.16  -0.639
N: 1.29 -1.12 0.04  -0.319
C: -1.11 -0.02 0.07  0.515
C: -0.40 1.14 0.26  -0.427
C: -0.07 -1.15 0.04  -0.053
C: 0.97 1.11 0.00  0.109
H: -0.38 -2.38 0.21  0.302
H: 1.60 2.05 -0.27  0.334
H: -1.15 2.03 -0.09  0.264